# 1
{"formula": "C34H53F3O30", "method": "wB97M-V/def2-TZVPD", "lumo_ev": 0.0084, "charge": 0, "smiles": "O=C1OC[C@@H](F)O1.O=C1OC[C@@H](F)O1.O=C1OC[C@@H](F)O1.CCOC(=O)OC.CCOC(=O)OC.CCOC(=O)OC.CCOC(=O)OC.O=C1OCCO1.O=C1OCCO1.O=C1OCCO1", "e_above_lowest_kcal_mol": 0.0, "e_homo_ev": -10.394, "orbital_gap_ev": 10.4, "elements": ["C", "C", "O", "C", "O", "O", "H", "H", "H", "H", "C", "C", "O", "C", "O", "O", "H", "H", "H", "H", "C", "C", "O", "C", "O", "O", "H", "H", "H", "H", "C", "C", "O", "C", "O", "O", "C", "H", "H", "H", "H", "H", "H", "H", "H", "C", "C", "O", "C", "O", "O", "C", "H", "H", "H", "H", "H", "H", "H", "H", "C", "C", "O", "C", "O", "O", "C", "H", "H", "H", "H", "H", "H", "H", "H", "C", "C", "O", "C", "O", "O", "C", "H", "H", "H", "H", "H", "H", "H", "H", "C", "C", "O", "C", "O", "O", "F", "H", "H", "H", "C", "C", "O", "C", "O", "O", "F", "H", "H", "H", "C", "C", "O", "C", "O", "O", "F", "H", "H", "H"], "coordinates": [[-2.121583, 1.016046, -0.249449], [-1.904066, -0.428194, 0.233577], [-0.523968, -0.434613, 0.554294], [0.082063, 0.642763, 0.044277], [1.275600, 0.767718, 0.005372], [-0.782667, 1.455528, -0.539171], [-2.563700, 1.596346, 0.563184], [-2.789952, 1.078898, -1.101320], [-2.118320, -1.106817, -0.589088], [-2.567860, -0.669785, 1.062290], [-4.007255, -4.394373, 1.603304], [-5.284085, -4.168226, 2.340665], [-4.935707, -3.264853, 3.367752], [-3.720564, -2.736538, 3.135220], [-3.243041, -1.797552, 3.669369], [-3.136874, -3.368121, 2.081661], [-4.224035, -4.304554, 0.534730], [-3.532390, -5.365726, 1.731203], [-5.523411, -5.135474, 2.789496], [-6.076834, -3.711881, 1.751078], [0.336725, 3.116794, -5.015502], [1.109543, 1.843500, -4.733313], [0.298992, 1.317541, -3.683912], [-0.986630, 1.629692, -3.958185], [-1.938540, 1.019997, -3.575942], [-1.012810, 2.708247, -4.753474], [0.345248, 3.480871, -6.040040], [0.668340, 3.913584, -4.347870], [2.176412, 1.937412, -4.533306], [1.186672, 1.185489, -5.609202], [0.705076, -2.918378, 2.480376], [0.192146, -3.763127, 1.312145], [1.337581, -4.091614, 0.516617], [2.146171, -5.078942, 0.812234], [1.977451, -5.891219, 1.689268], [3.119905, -5.087007, -0.092402], [4.234683, -5.933181, 0.081047], [1.062743, -3.589543, 3.262974], [-0.128502, -2.409427, 2.974180], [1.435165, -2.169479, 2.189624], [-0.443538, -3.106732, 0.718995], [-0.372448, -4.658171, 1.561434], [3.956479, -6.989866, 0.124308], [4.736904, -5.735772, 1.030014], [4.900465, -5.791333, -0.764625], [7.843107, 0.045014, 4.968399], [7.153366, -0.246165, 3.639119], [5.750491, -0.005885, 3.627788], [5.241073, 1.129838, 3.157950], [5.852826, 2.097088, 2.788340], [3.922437, 1.036452, 3.297054], [3.128029, 2.042193, 2.690659], [8.896288, -0.207978, 4.858309], [7.461558, -0.675648, 5.700482], [7.641311, 1.035014, 5.366630], [7.342543, -1.258256, 3.297198], [7.594437, 0.483005, 2.953419], [3.372131, 2.977712, 3.204831], [2.077844, 1.881206, 2.927630], [3.251940, 2.105369, 1.611707], [-4.533655, 4.444971, 1.247689], [-4.876263, 3.187443, 2.022520], [-5.432570, 2.254894, 1.095671], [-5.706800, 1.049308, 1.593100], [-5.572881, 0.715369, 2.733191], [-6.139028, 0.258629, 0.581906], [-6.484704, -1.047643, 0.973064], [-5.284032, 4.710604, 0.502592], [-3.554956, 4.441766, 0.770629], [-4.548861, 5.292006, 1.939174], [-5.523165, 3.398010, 2.874606], [-3.965072, 2.832271, 2.512560], [-7.194732, -1.477599, 0.266745], [-6.931356, -1.041413, 1.969789], [-5.605729, -1.701322, 1.016089], [-0.039253, 4.769958, 0.756985], [0.819405, 4.748967, -0.478113], [1.903473, 3.831019, -0.376472], [2.777190, 3.711414, -1.358676], [2.624896, 4.127574, -2.479964], [3.827380, 3.049702, -0.879762], [4.861009, 2.770462, -1.814998], [-0.779462, 5.555687, 0.570416], [0.460662, 5.280160, 1.586362], [-0.451847, 3.804324, 1.028265], [1.267541, 5.729474, -0.661319], [0.211997, 4.507557, -1.354345], [5.247895, 3.689646, -2.251585], [4.423426, 2.155259, -2.611415], [5.618442, 2.151156, -1.343268], [0.519041, -1.722909, -2.227847], [0.998185, -2.754748, -3.266299], [-0.183822, -2.927635, -4.010557], [-1.279556, -2.571023, -3.270916], [-2.409747, -2.827638, -3.513246], [-0.833964, -2.078501, -2.106795], [1.377883, -3.916914, -2.688228], [0.623807, -0.705520, -2.610647], [1.005543, -1.792281, -1.258257], [1.807370, -2.376548, -3.885257], [-5.376476, 0.862753, -3.293003], [-5.883614, 1.921856, -2.291426], [-6.605534, 2.798064, -3.114812], [-6.228722, 2.614145, -4.412973], [-6.566955, 3.308344, -5.318758], [-5.481831, 1.515781, -4.548017], [-4.782943, 2.496959, -1.704138], [-5.956627, -0.057033, -3.235826], [-4.328332, 0.728908, -3.032464], [-6.503730, 1.544112, -1.479459], [3.696367, -0.861408, -0.079394], [5.102511, -1.223582, -0.494621], [5.215443, -2.483798, 0.111738], [4.613348, -2.372756, 1.336954], [4.807355, -3.077578, 2.273448], [3.718962, -1.377465, 1.242934], [6.043039, -0.373661, 0.017785], [2.940528, -1.472554, -0.577917], [3.463794, 0.196736, -0.134391], [5.194761, -1.262647, -1.582450]], "forces_ev_per_angstrom": [[-0.4324, -0.5106, 0.7797], [-1.1079, 0.6620, -0.9004], [0.0508, -0.5503, 0.7029], [0.9969, -0.7622, -0.6349], [-0.4618, 0.2185, 0.2457], [-0.9143, 0.8263, -0.2033], [0.3083, 0.3894, -0.0765], [0.4207, 0.1585, -0.2999], [0.3316, -0.2206, 0.1509], [0.5163, -0.0542, 0.3623], [0.6032, 0.0683, -1.4253], [-0.1404, -0.9971, 0.9123], [-0.0111, 0.3989, 0.7785], [-0.0916, 0.1669, -0.9494], [0.1720, 0.1151, 0.5577], [-0.0331, -0.1278, -0.2894], [0.5788, 0.3129, -0.0443], [-0.0743, 0.0154, 0.3883], [-0.8626, 0.3642, 0.0200], [-0.0905, -0.3618, -0.0053], [0.4302, 0.3633, -0.4602], [0.4213, 0.3146, -1.1688], [0.6759, -1.1181, 0.1670], [-0.1112, 0.1740, -0.2604], [0.2225, 0.1726, 0.2304], [-0.2602, 0.0388, 0.2285], [0.2293, -0.1466, -0.0131], [-0.3066, -0.0115, 0.1598], [-0.2954, 0.5176, 1.1612], [-0.9599, -0.2766, 0.1098], [-1.1850, -0.8764, 0.9810], [0.6034, 0.9894, 0.5958], [-0.3478, 1.0269, -1.3328], [-0.4066, -1.3405, 0.5909], [0.3106, 0.1923, -0.0092], [0.1068, 0.7866, -0.5316], [0.2406, -1.0077, 0.7549], [0.5945, 0.1433, -0.1381], [-0.0936, 0.1415, -0.2750], [0.1048, -0.1653, -0.1549], [0.1617, -0.2962, -0.5113], [0.1729, -0.0494, 0.3139], [-0.2763, 0.1024, -0.1525], [0.0759, 0.2977, -0.1401], [-0.0719, 0.2682, 0.0377], [-1.0373, -1.4804, 0.4028], [0.9757, 1.9404, -0.4250], [-0.3920, -0.9073, 0.3564], [0.2211, 0.2595, 0.7864], [0.0692, -0.0395, -0.4365], [-0.4132, -0.8282, -0.3458], [-0.0430, 1.1235, 0.6622], [0.1321, 0.4670, -0.0120], [0.0179, 0.1460, 0.1457], [0.2774, 0.1823, -0.2856], [-0.2599, -0.0932, 0.0195], [-0.0235, -0.3707, -0.4318], [0.1180, 0.1983, -0.5752], [0.1274, -0.6312, -0.0292], [0.1788, 0.0341, 0.0554], [-0.3608, 0.7797, 0.2457], [0.7785, 0.8964, 0.2959], [-0.0950, -0.5299, 0.0407], [0.1604, 0.0985, -0.2066], [-0.0561, -0.1674, 0.1398], [0.1491, 0.7384, -0.0949], [-0.2207, -0.9913, 0.6711], [-0.0356, -0.3247, -0.0740], [-0.0378, -0.2943, -0.0585], [0.2055, -0.0787, 0.0799], [-0.5589, -0.1515, -0.3774], [-0.0336, -0.5670, -0.3351], [0.0864, 0.3397, -0.1510], [0.0201, -0.0171, -0.1017], [0.0424, 0.2654, -0.0904], [0.4549, 1.3124, 0.2146], [0.0695, 0.3829, -0.9898], [0.0953, -0.4516, 1.1603], [-0.5725, 0.1452, 0.1541], [0.2537, -0.0439, -0.2980], [0.1748, -0.0688, 0.2988], [-0.4739, -0.5272, -0.8705], [-0.5922, -0.6230, -0.2969], [0.4416, -0.7905, 0.1908], [-0.1385, 0.0735, 0.0295], [-0.2087, 0.0786, 0.0316], [0.0903, -0.1433, -0.0012], [0.1605, -0.0858, 0.1133], [0.1511, 0.2198, -0.1210], [0.0148, 0.3757, 0.3974], [1.0159, -0.3951, -0.1545], [-0.4227, 1.4064, 0.6296], [0.0330, -0.1983, -0.8381], [0.5161, -1.2854, 0.7566], [0.1009, 0.3776, -0.4282], [-0.9397, 0.7627, 0.4399], [-0.0724, -0.2524, -0.0881], [-0.0847, -0.0434, -0.0454], [-0.0815, -0.2631, -0.0238], [-0.0707, -0.2514, -0.3071], [0.3276, 0.5876, 1.1832], [-0.2499, -1.1383, -0.5282], [0.5167, 0.2514, 0.6381], [-0.4893, 0.4555, -1.0109], [0.1089, -0.0747, 0.5294], [0.0557, -0.4387, 0.2155], [-0.1641, 0.6618, -0.2267], [0.0500, 0.0029, -0.3234], [0.0247, -0.4740, -0.4239], [-0.0728, 0.2019, -0.1548], [0.4049, -0.1538, 0.2673], [-1.1362, -0.4644, -0.9380], [1.4360, 0.0669, -0.2161], [-0.6160, -0.2088, -0.0533], [-0.0347, 0.2738, -0.4709], [-0.4686, 0.4352, 1.4834], [-0.0807, 0.0461, -0.0325], [0.2554, 0.3147, -0.5812], [-0.0447, -0.0404, 0.3679], [0.4754, -0.3658, 0.1981]]}

---

# 2
{"formula": "C34H53N13OPdSTe", "method": "wB97M-V/def2-TZVPD", "lumo_ev": -5.4885, "charge": 2, "e_above_lowest_kcal_mol": 13.4, "e_homo_ev": -12.382, "orbital_gap_ev": 6.9, "elements": ["Pd", "C", "N", "C", "C", "N", "C", "C", "C", "C", "C", "C", "C", "C", "C", "N", "C", "N", "C", "C", "N", "C", "C", "C", "N", "C", "C", "H", "H", "H", "H", "H", "H", "H", "H", "H", "H", "H", "H", "H", "H", "H", "H", "H", "H", "H", "H", "H", "H", "H", "H", "H", "H", "H", "H", "H", "H", "C", "C", "C", "N", "C", "S", "N", "C", "O", "C", "C", "C", "C", "C", "C", "H", "H", "H", "H", "H", "H", "H", "H", "H", "H", "H", "H", "H", "H", "N", "N", "N", "C", "N", "N", "H", "H", "H", "C", "Te", "C", "H", "H", "H", "H", "H", "H"], "coordinates": [[0.131911, -0.505697, 0.605065], [-2.215191, -4.923086, -1.623190], [-1.761057, -3.581012, -1.939988], [-1.242735, -3.391942, -3.281378], [-1.665258, -2.610029, -0.968003], [-0.532436, -1.988670, -0.713342], [0.692909, -2.412755, -1.320981], [1.055780, -3.732749, -1.335103], [2.262736, -4.162766, -1.917538], [3.128919, -3.251481, -2.440211], [2.835291, -1.866718, -2.376970], [3.801471, -0.926091, -2.813104], [3.584487, 0.410215, -2.671458], [2.370022, 0.869177, -2.127679], [1.382352, -0.004252, -1.764429], [0.155421, 0.483421, -1.226546], [-0.530152, 1.403152, -1.877476], [-0.348633, 1.602135, -3.215964], [-0.033800, 0.525046, -4.134443], [-0.196358, 2.945118, -3.755151], [-1.522650, 2.130331, -1.318064], [-2.625176, 2.652136, -2.120203], [-1.609970, 2.481987, 0.085694], [1.600662, -1.422644, -1.833566], [-2.823744, -2.326418, -0.323602], [-3.005559, -1.235744, 0.625551], [-4.100783, -2.875104, -0.789967], [-3.071937, -5.215765, -2.234821], [-2.499628, -4.996181, -0.575225], [-1.409346, -5.640327, -1.809361], [-2.043476, -3.565358, -4.004418], [-0.419460, -4.076819, -3.500255], [-0.880584, -2.376234, -3.405262], [0.390150, -4.473757, -0.910413], [2.493501, -5.219805, -1.939757], [4.064887, -3.566366, -2.882877], [4.727419, -1.295103, -3.234812], [4.338600, 1.125034, -2.972099], [2.202531, 1.932942, -2.004434], [-0.276625, -0.429006, -3.678426], [1.020041, 0.518169, -4.424386], [-0.643858, 0.646004, -5.031596], [-0.269926, 3.683218, -2.960009], [-0.952488, 3.164385, -4.512024], [0.790276, 3.036890, -4.216640], [-2.675977, 2.142296, -3.077089], [-2.528974, 3.726174, -2.290590], [-3.554816, 2.477524, -1.578007], [-0.846111, 1.966994, 0.652723], [-2.598467, 2.221371, 0.471385], [-1.468004, 3.558672, 0.215672], [-2.083434, -0.668699, 0.737569], [-3.359539, -1.604801, 1.587290], [-3.755589, -0.552035, 0.222683], [-4.030998, -3.201017, -1.822357], [-4.853955, -2.092344, -0.728402], [-4.427731, -3.709204, -0.168133], [1.669562, 1.385489, 7.910117], [2.033049, 1.381354, 6.430704], [0.958713, 2.076630, 5.608574], [1.288276, 1.992821, 4.179111], [0.569253, 1.515186, 3.190414], [1.334604, 1.193514, 1.677765], [-0.762583, 1.256473, 3.320419], [-1.848326, 1.869613, 4.027138], [-2.873134, 1.242165, 4.064191], [-1.671618, 3.239840, 4.552886], [-0.918580, 4.188393, 3.865936], [-0.818252, 5.475935, 4.367289], [-1.455026, 5.807198, 5.557058], [-2.215555, 4.862175, 6.235168], [-2.338231, 3.580174, 5.726615], [2.467638, 0.947883, 8.506219], [0.760658, 0.811018, 8.094970], [1.504176, 2.401240, 8.271910], [2.157553, 0.357743, 6.066579], [2.989907, 1.890060, 6.281284], [0.862413, 3.126210, 5.891802], [-0.009512, 1.606982, 5.769120], [2.263121, 2.138062, 3.948177], [-1.113441, 0.636893, 2.598379], [-0.432264, 3.935551, 2.930581], [-0.250800, 6.223193, 3.829646], [-1.368135, 6.810713, 5.951117], [-2.721066, 5.129695, 7.152655], [-2.944107, 2.837698, 6.229106], [6.329704, -0.830857, 2.066435], [5.186265, -1.397704, 1.530842], [5.061819, -2.687744, 1.362597], [3.805144, -2.761980, 0.941189], [3.217361, -1.559592, 0.868888], [4.130761, -0.690212, 1.263804], [7.096070, -1.464525, 1.863404], [6.482542, 0.055076, 1.596146], [3.340130, -3.688208, 0.653123], [-1.390662, -2.066424, 3.795086], [0.456012, -1.995661, 2.721941], [0.237319, -3.948548, 1.934756], [-1.808869, -3.062431, 3.669557], [-2.091975, -1.315117, 3.449358], [-1.169282, -1.895571, 4.844884], [0.298205, -4.653630, 2.759648], [1.046033, -4.122058, 1.231342], [-0.723863, -4.021147, 1.431640]], "forces_ev_per_angstrom": [[-0.4062, 0.0521, -0.3826], [0.0100, -0.0300, 0.0071], [-0.0386, -0.0472, -0.0888], [0.0358, -0.0370, -0.0109], [-0.0300, 0.0810, -0.0254], [0.2073, -0.1125, 0.2746], [0.0076, 0.2082, -0.0560], [0.0165, -0.1805, -0.0100], [-0.0163, -0.0182, -0.0235], [-0.0250, 0.0658, 0.0029], [-0.0533, -0.0264, 0.0296], [-0.0019, -0.0304, -0.0134], [0.0033, 0.0326, 0.0058], [0.0539, 0.0339, -0.0144], [-0.0751, -0.1531, 0.0993], [0.3418, 0.2426, 0.2785], [-0.0805, -0.3583, -0.1985], [-0.0068, 0.0229, -0.0371], [-0.0090, 0.0355, -0.0766], [-0.0289, 0.0217, -0.0080], [-0.1223, 0.0978, 0.1213], [0.0279, 0.0187, 0.0006], [0.0653, -0.0111, -0.0114], [0.0357, 0.0551, -0.0034], [-0.1111, 0.1216, -0.0191], [0.1081, -0.0259, -0.1562], [-0.0123, 0.0155, -0.0169], [-0.0003, -0.0003, -0.0010], [0.0082, -0.0015, -0.0076], [0.0131, 0.0029, -0.0004], [-0.0004, -0.0065, -0.0056], [-0.0004, 0.0074, -0.0035], [-0.0063, 0.0075, -0.0076], [0.0036, 0.0528, -0.0436], [0.0098, -0.0052, -0.0024], [0.0120, 0.0021, -0.0031], [0.0085, -0.0021, -0.0023], [-0.0008, 0.0044, -0.0037], [-0.0101, -0.0150, -0.0057], [-0.0011, -0.0218, -0.0095], [-0.0175, -0.0071, -0.0040], [0.0000, 0.0095, -0.0078], [0.0056, -0.0069, -0.0106], [0.0060, -0.0105, -0.0036], [0.0026, -0.0005, 0.0010], [0.0025, 0.0059, 0.0125], [-0.0176, 0.0068, -0.0076], [-0.0085, 0.0020, 0.0005], [0.0520, 0.0186, -0.0094], [0.0124, -0.0276, 0.0278], [-0.0430, 0.0150, -0.0126], [-0.0953, -0.0767, 0.1650], [0.0357, 0.0142, 0.0445], [-0.0227, -0.0088, 0.0519], [-0.0041, 0.0211, 0.0344], [-0.0117, 0.0051, 0.0110], [-0.0107, -0.0040, -0.0117], [0.0031, 0.0135, 0.0044], [0.0174, 0.0148, 0.0022], [0.0002, 0.0505, -0.0391], [0.0596, -0.0334, 0.0242], [-0.1494, 0.1185, -0.1414], [0.1125, -0.1038, 0.2147], [0.0181, -0.0837, -0.0456], [0.0553, 0.0224, -0.0601], [-0.0292, -0.0448, 0.0647], [-0.0031, -0.0326, -0.0127], [0.0192, 0.0097, -0.0020], [-0.0074, -0.0038, 0.0067], [-0.0033, -0.0150, -0.0030], [0.0070, 0.0017, -0.0202], [-0.0210, 0.0303, 0.0103], [0.0005, -0.0117, -0.0007], [-0.0068, 0.0018, -0.0029], [0.0107, 0.0047, 0.0021], [-0.0094, -0.0005, 0.0245], [-0.0022, 0.0051, -0.0122], [-0.0317, 0.0040, 0.0064], [0.0180, -0.0610, -0.0082], [0.0010, -0.0078, 0.0205], [0.0203, 0.0241, 0.0115], [0.0008, 0.0072, 0.0022], [0.0056, 0.0048, -0.0001], [0.0003, 0.0057, 0.0020], [-0.0008, 0.0008, 0.0063], [-0.0010, -0.0060, 0.0039], [0.0785, 0.0366, -0.0368], [0.0274, 0.0573, 0.0099], [0.0226, -0.0440, -0.0353], [-0.0375, 0.0604, -0.0808], [0.0690, -0.1751, 0.1378], [-0.0925, 0.0026, 0.0170], [-0.0135, -0.0118, 0.0395], [-0.0036, 0.0009, 0.0111], [-0.0113, 0.0039, 0.0316], [0.0250, -0.0003, 0.0190], [0.0785, 0.0462, -0.0527], [0.0048, 0.0016, -0.0011], [-0.0139, 0.0045, -0.0164], [-0.0202, 0.0425, -0.0115], [-0.0011, -0.0104, 0.0103], [-0.0007, 0.0076, 0.0162], [-0.0118, 0.0073, 0.0374], [-0.0011, -0.0005, -0.0061]]}